[1]
C20H32N7O | ωB97M-V with the def2-TZVPD basis set

Values from the calculation:
E_tot ... -1239.5185 Eh
Maximum force ... 0.014 hartree/bohr
Gap between HOMO and LUMO ... 8.04 eV
Net charge ... +1
E_HOMO ... -11.56 eV

XYZ file:
```
60
Properties=species:S:1:pos:R:3:forces:R:3
N -0.648 -0.056 2.893 -0.28 0.12 0.49
C -1.489 -0.433 1.687 -0.01 -0.55 -0.16
C -0.986 -1.725 1.048 0.56 0.14 -0.17
C -0.773 -1.600 -0.458 0.49 0.35 0.12
N 0.591 -1.090 -0.682 -0.69 -0.14 0.24
C 0.818 -0.564 -2.040 0.69 -0.15 0.17
C 1.448 0.802 -1.984 -0.21 0.25 -0.14
C 2.541 1.041 -1.143 -0.20 -0.06 -0.05
C 3.122 2.295 -1.033 -0.38 -0.11 -0.25
C 2.601 3.343 -1.787 0.07 -0.15 0.12
C 1.534 3.120 -2.644 0.05 0.02 0.14
C 0.957 1.858 -2.752 0.40 0.19 0.12
O -0.129 1.689 -3.591 -0.09 -0.10 0.09
H -1.237 0.300 3.648 0.03 0.07 0.00
H -0.161 -0.872 3.273 -0.01 -0.10 -0.10
H 0.037 0.671 2.687 0.10 -0.11 -0.11
H -2.501 -0.570 2.043 -0.18 0.23 0.12
H -1.447 0.401 0.998 -0.02 0.21 -0.04
H 0.007 -1.937 1.452 0.08 -0.27 0.05
H -1.598 -2.574 1.319 -0.22 0.02 0.05
H -1.492 -0.891 -0.882 -0.37 -0.19 -0.14
H -0.897 -2.570 -0.923 0.03 -0.11 -0.18
H 0.713 -0.333 -0.019 0.20 0.19 -0.15
H -0.088 -0.551 -2.639 -0.21 0.11 0.04
H 1.523 -1.232 -2.536 -0.05 -0.15 -0.14
H 2.917 0.199 -0.577 0.18 -0.01 0.07
H 3.964 2.458 -0.383 0.13 0.03 0.11
H 3.042 4.324 -1.686 -0.02 0.12 -0.11
H 1.126 3.931 -3.228 -0.08 0.05 -0.09
H 0.174 1.452 -4.474 0.00 0.01 -0.03
C -1.494 -6.116 2.057 0.03 -0.07 -0.03
C -1.269 -4.938 2.884 -0.09 -0.25 -0.04
N -1.113 -4.015 3.546 0.12 0.42 0.01
H -0.733 -6.166 1.281 0.02 0.05 0.00
H -1.444 -7.013 2.670 -0.04 0.00 0.02
H -2.479 -6.061 1.596 -0.02 -0.04 0.03
C 0.976 5.867 0.440 -0.07 -0.01 0.03
C 2.400 6.018 0.712 -0.26 -0.08 -0.13
N 3.525 6.110 0.905 0.28 -0.03 0.08
H 0.704 4.813 0.479 0.03 -0.01 0.00
H 0.396 6.416 1.179 -0.01 0.03 -0.02
H 0.750 6.260 -0.549 0.02 0.05 0.05
C 0.956 7.404 -4.625 -0.02 0.00 0.02
C 1.110 7.729 -3.211 0.03 0.03 -0.27
N 1.244 8.004 -2.108 -0.03 -0.05 0.23
H 1.442 8.166 -5.231 0.00 0.00 0.00
H 1.413 6.439 -4.835 0.01 0.00 -0.02
H -0.100 7.364 -4.882 0.00 0.00 -0.02
C 2.697 -3.680 2.540 -0.02 0.02 0.01
C 1.844 -4.233 1.497 0.15 0.03 0.11
N 1.175 -4.677 0.679 -0.21 -0.01 -0.14
H 2.999 -2.668 2.273 0.03 -0.01 -0.02
H 2.156 -3.663 3.485 0.00 -0.03 0.01
H 3.588 -4.294 2.652 0.02 0.01 0.01
C -5.825 -5.184 1.404 -0.04 -0.03 -0.01
C -5.559 -6.592 1.674 -0.05 0.28 -0.05
N -5.349 -7.697 1.887 0.14 -0.26 0.06
H -6.067 -5.049 0.352 -0.01 0.01 0.00
H -6.664 -4.845 2.009 -0.01 0.01 0.00
H -4.947 -4.588 1.650 -0.01 0.02 0.01
```
Forces are in eV/Å.

***

[2]
C20H33AlF4NO12 | ωB97M-V with the def2-TZVPD basis set

Values from the calculation:
E_tot ... -2381.4896 Eh
Maximum force ... 0.034 hartree/bohr
Gap between HOMO and LUMO ... 6.23 eV
Net charge ... -1
E_HOMO ... -4.30 eV
Energy above the lowest of the compared OMol25 structures with the same formula, charge and spin ... 57.4 kJ/mol

XYZ file:
```
71
Properties=species:S:1:pos:R:3:forces:R:3
C 1.111 0.071 1.038 -0.48 -0.51 -0.27
C 0.530 -0.994 0.036 0.34 -0.17 1.63
C 0.922 -2.429 0.566 -0.12 0.53 -1.64
C 0.521 -3.445 -0.556 0.91 0.18 -0.56
N -0.862 -3.274 -1.020 0.15 -0.70 0.94
Al -2.173 -3.693 0.317 -0.36 0.79 -0.34
C -2.920 -2.027 1.279 -1.11 -0.21 0.88
C -3.485 -2.481 2.697 0.11 0.38 -0.17
C -4.157 -1.433 0.512 0.89 0.46 -0.63
C -3.729 -0.759 -0.850 -0.67 0.09 0.37
H 2.193 0.243 0.860 -0.60 0.15 0.02
H 0.515 1.005 0.991 0.66 -0.34 0.05
H 1.024 -0.332 2.070 -0.04 0.32 -0.52
H 0.930 -0.840 -0.987 -0.26 -0.16 0.47
H -0.571 -0.925 0.018 0.58 0.02 -0.19
H 2.033 -2.390 0.689 -0.61 -0.39 0.06
H 0.468 -2.652 1.551 0.04 0.18 -0.51
H 1.190 -3.200 -1.428 -0.17 -0.17 0.60
H 0.785 -4.507 -0.292 -0.21 0.67 0.20
H -0.988 -3.959 -1.765 -0.07 0.25 0.00
H -3.436 -4.328 -0.478 -0.14 -0.11 -0.12
H -1.667 -4.696 1.455 0.35 -0.25 0.24
H -2.148 -1.251 1.488 -0.57 -0.13 -0.34
H -3.556 -3.583 2.799 0.01 0.51 0.01
H -4.506 -2.051 2.854 0.58 -0.34 -0.04
H -2.865 -2.092 3.538 -0.24 -0.39 -0.48
H -4.679 -0.644 1.103 0.25 -0.45 -0.10
H -4.909 -2.229 0.319 0.54 0.28 0.14
H -2.716 -1.085 -1.160 -0.59 0.11 0.04
H -4.471 -0.983 -1.653 0.62 0.04 0.38
H -3.753 0.344 -0.702 0.30 -0.80 -0.24
C -6.107 4.007 -1.663 -0.66 -0.18 -0.09
C -4.804 4.447 -2.267 0.23 0.58 0.04
O -3.867 4.134 -1.252 -0.39 -0.21 -0.45
C -4.390 3.073 -0.575 -0.02 -0.51 0.57
O -3.765 2.384 0.156 -0.03 0.24 0.20
O -5.705 2.904 -0.854 0.31 0.27 -0.15
F -4.786 5.788 -2.483 0.08 -0.06 -0.07
H -6.555 4.779 -1.033 0.19 0.11 -0.07
H -6.834 3.698 -2.413 0.06 -0.20 0.11
H -4.535 3.925 -3.188 0.05 0.16 -0.02
C -0.957 3.840 -0.375 -0.61 -0.17 0.44
C -0.426 3.634 -1.763 -0.10 0.40 -0.30
O 0.949 3.953 -1.622 -0.13 -0.41 0.20
C 1.274 3.653 -0.337 0.19 -0.03 0.39
O 2.389 3.541 0.061 -0.02 0.17 -0.17
O 0.173 3.490 0.430 0.34 0.18 -0.46
F -0.990 4.503 -2.646 0.10 -0.09 -0.07
H -1.233 4.879 -0.182 0.10 0.02 -0.22
H -1.808 3.202 -0.155 0.25 -0.11 0.22
H -0.529 2.613 -2.138 -0.03 0.10 -0.12
C 4.264 3.127 2.401 -0.79 -0.29 -0.21
C 5.569 3.560 1.805 0.07 0.53 0.14
O 6.502 3.237 2.824 -0.19 -0.30 -0.33
C 5.974 2.178 3.499 -0.04 -0.43 0.51
O 6.590 1.483 4.237 0.03 0.10 0.01
O 4.659 2.017 3.214 0.52 0.26 -0.06
F 5.601 4.902 1.592 0.14 -0.07 -0.06
H 3.817 3.899 3.032 0.20 0.10 -0.07
H 3.539 2.827 1.647 0.10 -0.16 0.24
H 5.838 3.038 0.883 0.03 0.18 -0.03
C 5.434 -4.801 -1.226 0.49 -0.27 0.41
C 4.469 -3.678 -1.468 -0.05 0.47 -0.39
O 3.580 -4.225 -2.425 0.29 -0.20 0.55
C 3.568 -5.568 -2.197 -0.56 -0.48 -0.33
O 2.751 -6.311 -2.622 0.14 -0.01 -0.08
O 4.613 -5.949 -1.414 -0.07 0.30 -0.06
F 5.093 -2.600 -2.015 -0.08 0.04 0.04
H 6.250 -4.812 -1.953 -0.11 0.18 -0.07
H 5.857 -4.782 -0.222 -0.14 -0.17 0.00
H 3.906 -3.366 -0.585 0.02 0.15 -0.10
```
Forces are in eV/Å.

***

[3]
C20H33BF4N3PTl | ωB97M-V with the def2-TZVPD basis set

Values from the calculation:
E_tot ... -1884.3217 Eh
Maximum force ... 0.018 hartree/bohr
Gap between HOMO and LUMO ... 7.86 eV
Net charge ... +1
E_HOMO ... -11.70 eV
Energy above the lowest of the compared OMol25 structures with the same formula, charge and spin ... 114.1 kJ/mol

XYZ file:
```
63
Properties=species:S:1:pos:R:3:forces:R:3
Tl -0.775 0.955 -0.007 -0.49 -0.13 0.45
N 1.898 3.622 -0.417 0.05 -0.03 -0.15
C 2.410 2.365 -0.191 0.06 -0.15 0.10
C 3.809 2.243 -0.239 0.05 0.00 0.01
C 4.402 1.059 0.118 -0.09 0.08 -0.02
C 3.595 0.000 0.530 -0.03 -0.07 0.02
C 2.238 0.178 0.489 0.19 0.01 0.04
N 1.639 1.315 0.095 -0.47 0.05 -0.06
C 0.646 4.186 -0.253 -0.21 0.17 0.04
C 0.596 5.584 -0.156 0.07 0.00 0.00
C -0.620 6.213 -0.042 0.03 -0.11 -0.01
C -1.774 5.435 -0.022 -0.07 -0.02 0.01
C -1.636 4.072 -0.105 -0.13 0.12 0.03
N -0.455 3.440 -0.223 0.11 -0.20 -0.06
H 2.621 4.317 -0.500 0.04 0.03 -0.06
H 4.408 3.095 -0.535 -0.01 0.01 0.03
H 5.479 0.961 0.102 0.01 0.01 -0.01
H 4.020 -0.932 0.875 -0.05 -0.01 0.00
H 1.567 -0.606 0.804 0.07 0.06 -0.02
H 1.518 6.150 -0.158 -0.01 0.02 -0.01
H -0.675 7.289 0.041 0.02 0.00 -0.01
H -2.756 5.875 0.065 0.01 0.00 0.01
H -2.511 3.439 -0.075 0.06 0.01 -0.01
F -0.345 0.692 2.166 0.11 -0.16 0.12
B -0.313 1.109 3.693 -0.07 0.05 -0.29
F -0.118 -0.083 4.336 0.00 0.03 0.01
F -1.544 1.677 3.891 0.05 -0.01 0.02
F 0.738 1.982 3.766 -0.02 -0.01 0.02
C -3.023 1.074 0.257 0.90 -0.04 -0.19
H -3.129 1.623 1.189 -0.06 0.00 -0.01
H -3.319 0.036 0.370 -0.02 0.04 0.02
H -3.506 1.542 -0.593 -0.02 0.00 0.02
C 0.870 -2.542 2.050 0.01 -0.02 0.02
C -0.392 -2.783 1.219 0.04 0.22 -0.12
C -1.637 -2.450 2.046 -0.04 -0.03 -0.03
P -0.403 -1.813 -0.361 -0.08 -0.07 -0.15
C 1.054 -2.373 -1.372 -0.21 0.16 0.07
C 1.019 -3.835 -1.814 0.07 0.03 0.05
C 1.296 -1.423 -2.548 0.02 -0.06 0.02
C -2.017 -2.265 -1.166 0.25 0.14 -0.07
C -2.207 -1.523 -2.492 -0.01 -0.04 0.09
C -2.307 -3.758 -1.322 -0.03 0.01 0.06
H 0.887 -3.250 2.878 0.00 0.00 0.00
H 0.864 -1.541 2.486 -0.01 -0.07 0.02
H 1.788 -2.693 1.477 0.00 -0.03 0.03
H -0.421 -3.834 0.915 0.00 0.00 -0.01
H -1.692 -1.380 2.257 0.00 -0.03 0.02
H -1.575 -2.958 3.008 0.00 0.00 0.00
H -2.560 -2.774 1.565 0.00 0.01 0.00
H 1.895 -2.259 -0.682 -0.06 0.02 0.05
H 0.318 -3.988 -2.633 -0.04 0.00 0.00
H 0.759 -4.504 -0.994 -0.01 -0.04 -0.05
H 2.008 -4.121 -2.175 -0.01 -0.01 0.00
H 0.579 -1.594 -3.351 0.00 0.03 0.01
H 2.294 -1.587 -2.956 -0.01 0.00 -0.02
H 1.229 -0.375 -2.243 0.04 0.00 -0.04
H -2.739 -1.865 -0.448 0.03 0.04 0.00
H -1.659 -2.011 -3.299 0.02 0.01 0.01
H -1.871 -0.484 -2.437 -0.04 0.03 -0.05
H -3.262 -1.518 -2.768 0.01 -0.01 -0.02
H -1.755 -4.187 -2.155 0.03 -0.02 0.01
H -3.369 -3.890 -1.534 0.00 -0.01 0.00
H -2.077 -4.329 -0.423 -0.03 -0.01 -0.01
```
Forces are in eV/Å.

***

[4]
C20H33BaF6NO4S2Si | ωB97M-V with the def2-TZVPD basis set

Values from the calculation:
E_tot ... -2848.1519 Eh
Maximum force ... 0.013 hartree/bohr
Gap between HOMO and LUMO ... 6.32 eV
Net charge ... 0
E_HOMO ... -6.59 eV
Energy above the lowest of the compared OMol25 structures with the same formula, charge and spin ... 88.0 kJ/mol

XYZ file:
```
68
Properties=species:S:1:pos:R:3:forces:R:3
Ba 0.457 -0.883 -1.432 -0.38 0.38 0.41
C -0.702 2.545 -3.512 0.10 -0.04 0.02
C -1.255 3.132 -2.380 0.00 0.01 0.00
C -2.539 2.789 -1.981 0.00 -0.02 0.03
C -3.261 1.845 -2.699 0.00 0.00 0.02
C -2.707 1.252 -3.825 0.00 0.01 0.01
C -1.429 1.609 -4.239 0.06 -0.08 0.00
H 0.290 2.828 -3.840 0.00 0.01 -0.01
H -0.690 3.866 -1.818 0.00 0.01 0.00
H -2.975 3.251 -1.106 0.00 0.00 0.01
H -4.260 1.575 -2.379 0.00 0.00 0.00
H -3.273 0.524 -4.391 0.00 0.00 0.00
H -0.997 1.160 -5.122 -0.01 -0.02 0.01
F 0.828 -2.815 -6.765 -0.06 0.00 -0.02
C 1.582 -3.160 -5.731 -0.06 0.04 -0.01
F 1.410 -4.440 -5.471 0.02 -0.09 0.06
F 2.850 -2.921 -6.017 0.12 0.05 -0.01
S 1.056 -2.128 -4.258 0.00 0.00 -0.07
O 0.302 -3.005 -3.378 0.12 0.09 -0.07
O 0.346 -0.991 -4.773 0.18 -0.07 0.02
N 2.364 -1.581 -3.531 -0.02 -0.27 -0.14
S 3.183 -2.575 -2.576 -0.05 -0.02 0.07
O 3.417 -3.870 -3.119 0.07 -0.05 0.06
O 2.681 -2.463 -1.208 -0.05 0.14 -0.34
C 4.789 -1.669 -2.535 0.00 0.06 -0.01
F 5.357 -1.683 -3.729 -0.01 -0.01 -0.05
F 5.582 -2.261 -1.656 0.01 -0.06 0.02
F 4.586 -0.407 -2.158 -0.03 0.03 0.02
C -3.046 -0.878 2.244 0.02 -0.02 -0.02
C -2.261 0.439 2.199 0.03 -0.02 0.05
C -2.998 1.321 1.185 0.02 0.02 -0.03
C -2.383 1.101 3.577 0.01 0.00 0.00
Si -0.428 0.103 1.572 -0.07 -0.12 -0.01
C 0.675 1.687 1.963 -0.01 0.01 -0.03
C -0.059 2.952 1.499 -0.01 0.00 0.02
C 1.093 1.896 3.422 0.01 -0.02 0.02
C 1.948 1.620 1.103 0.00 -0.04 -0.03
C 0.302 -1.417 2.605 0.04 0.01 -0.01
C -0.001 -1.435 4.108 0.00 -0.01 -0.01
C 1.827 -1.474 2.441 0.01 0.03 0.00
C -0.212 -2.734 2.001 0.02 0.03 0.00
H -4.105 -0.667 2.434 -0.01 0.00 0.01
H -2.704 -1.545 3.034 0.01 -0.01 0.00
H -2.987 -1.417 1.293 0.00 0.00 0.00
H -4.054 1.413 1.469 -0.01 0.01 0.01
H -2.959 0.889 0.182 -0.01 -0.01 0.00
H -2.586 2.328 1.127 0.01 0.01 -0.01
H -3.441 1.231 3.837 -0.02 -0.01 0.01
H -1.925 2.090 3.600 -0.01 0.01 0.00
H -1.924 0.504 4.365 0.01 0.00 0.01
H -0.903 3.202 2.141 0.00 0.00 0.00
H -0.433 2.847 0.476 0.00 0.00 -0.01
H 0.627 3.808 1.517 0.01 0.01 0.00
H 0.232 1.950 4.088 0.00 0.00 0.00
H 1.649 2.837 3.526 0.01 0.01 0.00
H 1.742 1.099 3.786 -0.02 0.02 0.00
H 1.695 1.637 0.033 0.00 0.02 0.00
H 2.559 0.737 1.296 -0.01 0.02 0.00
H 2.577 2.500 1.281 0.01 0.01 0.00
H 0.311 -0.513 4.600 0.01 0.01 0.00
H 0.533 -2.263 4.593 0.00 -0.02 0.00
H -1.062 -1.577 4.312 0.01 0.01 0.00
H 2.340 -0.658 2.950 -0.01 -0.03 -0.03
H 2.134 -1.454 1.387 0.00 -0.02 0.01
H 2.210 -2.413 2.858 0.01 -0.01 0.01
H -1.294 -2.836 2.036 -0.06 0.01 0.00
H 0.222 -3.588 2.534 0.00 -0.01 0.01
H 0.095 -2.846 0.952 0.00 -0.01 0.00
```
Forces are in eV/Å.